Entry 1:
Entry from the Open Molecules 2025 dataset: a cluster of 3 separate species, C5H18N2O2 in total at a distorted geometry (ωB97M-V/def2-TZVPD).

Element x y z (Å)
1 C -1.1552 -1.6573 2.2975
2 C -1.0346 -0.5202 1.1872
3 C -0.0076 -1.0605 0.2608
4 C 0.6051 -0.2200 -0.7932
5 C 1.0673 -0.8919 -1.8683
6 N 1.0255 1.1222 -0.5377
7 N -2.3176 -0.1702 0.5374
8 H -1.0907 -2.7698 1.9547
9 H -2.1774 -1.7969 2.8573
10 H -0.5451 -1.3423 3.0775
11 H -0.7410 0.4232 1.7601
12 H -0.4734 -2.0351 -0.2601
13 H 0.7949 -1.5098 1.0114
14 H 1.6954 -0.3600 -2.5691
15 H 0.8402 -1.9247 -2.0589
16 H 0.3151 1.8327 -1.0147
17 H 0.9318 1.2321 0.5101
18 H 1.9952 1.4416 -0.7908
19 H -3.1861 -0.3046 1.2486
20 H -2.2142 0.8384 0.2761
21 H -2.4233 -0.7598 -0.2217
22 H -2.3356 3.1597 -1.4212
23 H -1.4899 3.5472 -0.2977
24 O -1.7666 2.7519 -0.7446
25 H 4.0411 -0.7651 0.1989
26 H 3.6271 -0.5932 -1.3370
27 O 3.5955 -0.1116 -0.4336

Force components x, y, z for each atom (eV/Å):
-4.0 -1.6 -0.7
0.0 -0.7 3.5
0.5 -2.6 0.6
1.3 -3.4 -2.6
-0.4 2.0 0.6
-1.6 3.2 0.8
-1.7 1.9 3.7
0.8 2.2 0.2
1.3 1.1 -1.2
1.6 -0.2 1.3
-0.2 -1.2 -0.8
1.1 2.1 1.1
-1.2 1.0 -1.7
0.0 -0.2 -0.3
-0.1 -0.1 0.0
1.4 -1.4 1.3
0.4 0.5 -1.3
-0.6 -1.1 0.2
2.4 0.5 -2.1
-0.9 -0.7 -0.4
-0.9 -1.3 -2.3
0.0 -0.6 -0.1
0.3 0.5 0.8
-0.1 -0.2 -0.5
-0.7 1.4 -1.3
0.3 1.1 2.3
0.7 -2.4 -0.9

As for the net charge: +2. The HOMO-LUMO gap is 10.76 eV.

Entry 2:
Entry from the Open Molecules 2025 dataset: a cluster of 4 separate species, C5H18N2O4 in total at a distorted geometry (ωB97M-V/def2-TZVPD).

Element x y z (Å)
1 C -2.2602 0.3232 -2.2668
2 C -2.2065 -0.6565 -1.0898
3 N -2.0878 0.0737 0.1908
4 C -1.0030 0.3964 0.9242
5 O -1.1602 0.7564 2.0885
6 C 0.3231 0.3364 0.1931
7 N 0.9795 -0.9027 0.5930
8 C 1.9362 -0.8248 1.7079
9 H -2.1073 -0.1630 -3.2338
10 H -3.2359 0.8102 -2.2872
11 H -1.5423 1.1366 -2.1684
12 H -1.3180 -1.2768 -1.1587
13 H -3.1041 -1.2307 -1.0321
14 H -2.9919 0.2793 0.5825
15 H 0.0478 0.2515 -0.8570
16 H 0.9046 1.2480 0.3107
17 H 1.3888 -1.3117 -0.2341
18 H 2.0083 -1.8380 2.0854
19 H 2.8851 -0.3638 1.4103
20 H 1.5214 -0.1957 2.4927
21 O 0.7607 1.6324 3.8195
22 H 0.0498 1.3629 3.1842
23 H 0.8786 2.5572 3.5787
24 O 1.0218 -1.7583 -3.0332
25 H 0.0911 -1.6806 -2.8371
26 H 1.5608 -1.0344 -2.6763
27 O 2.3390 0.5332 -2.1071
28 H 2.2862 0.7741 -3.0450
29 H 3.2983 0.5716 -1.9820

Force components x, y, z for each atom (eV/Å):
-0.4 0.0 -0.1
1.6 1.7 0.3
-1.1 -0.5 -0.9
-0.3 0.6 0.3
0.3 0.1 -0.2
-0.6 -0.9 0.0
0.1 0.2 -0.3
-0.9 0.3 -0.5
0.0 -0.1 0.1
-0.1 0.0 -0.1
0.2 -0.2 0.1
-0.2 -0.5 -0.1
-0.4 -0.7 0.0
0.2 0.0 0.6
0.5 0.1 -0.1
0.1 0.2 0.3
0.2 -0.1 0.1
0.6 0.0 0.2
0.2 -0.3 0.1
0.0 -0.1 0.1
-0.4 0.2 -0.6
0.3 -0.1 0.5
0.2 0.0 0.2
0.6 -0.6 -0.5
-0.1 0.5 0.3
-0.7 0.0 0.3
0.7 0.2 -0.7
-0.3 0.1 0.1
-0.1 -0.1 0.4

As for the net charge: 0. Its SMILES is CCNC(=O)CNC.O.O.O. The HOMO-LUMO gap is 8.89 eV.

Entry 3:
Entry from the Open Molecules 2025 dataset: the ion C5H18N6P with charge +1 at a distorted geometry (ωB97M-V/def2-TZVPD).

Element x y z (Å)
1 C 1.9578 1.3156 0.1819
2 C 0.3373 -1.9591 -0.6233
3 C 0.3598 -1.8718 1.8038
4 C -2.5560 -0.3740 -0.9943
5 C -0.7923 0.8536 -2.0760
6 N -1.5561 0.7747 1.7853
7 N 2.9026 2.0812 0.6881
8 N 0.6994 1.4485 0.7088
9 N -0.1209 -1.2430 0.5570
10 N -1.4416 0.5776 -0.8065
11 N 2.0343 0.4109 -0.7066
12 P -0.5134 0.3013 0.5549
13 H 1.2203 -2.4296 -0.4030
14 H -0.3779 -2.5988 -0.9332
15 H 0.5959 -1.1541 -1.3935
16 H 1.3186 -2.3741 1.6229
17 H 0.5456 -1.1426 2.5490
18 H -0.3240 -2.6324 2.1171
19 H -2.8988 -0.5741 -0.0155
20 H -3.3113 0.1691 -1.6424
21 H -2.1858 -1.2742 -1.4150
22 H 0.0116 1.5445 -1.8393
23 H -0.2722 -0.0490 -2.5607
24 H -1.5149 1.2236 -2.8139
25 H -2.0966 1.5087 1.4128
26 H 2.7862 2.7538 1.3681
27 H 3.9272 1.9744 0.3485
28 H 0.4548 2.2097 1.3367
29 H -2.1683 0.1858 2.3050
30 H 2.9789 0.3438 -1.1167

Force components x, y, z for each atom (eV/Å):
-1.4 -0.8 -0.6
0.7 4.4 -1.2
0.2 -0.8 -0.5
-1.5 3.0 -0.3
0.7 0.6 0.0
0.6 0.3 -0.9
4.9 -0.3 -1.6
-1.8 0.6 1.7
0.6 -0.2 0.7
-2.6 -2.5 -4.5
1.5 -0.9 -1.5
4.9 0.2 2.6
2.1 -1.3 0.4
-2.3 -2.4 -1.2
-0.3 -1.6 1.0
-0.2 0.2 -0.2
-0.1 0.6 0.8
-0.5 -0.5 0.5
-1.0 -0.4 0.8
0.5 -1.1 0.6
0.4 -0.8 -0.8
0.1 0.2 -0.5
-0.9 0.8 1.0
0.0 0.0 0.3
-1.3 1.7 0.0
-0.6 1.4 1.6
-2.8 0.2 0.7
0.6 0.1 0.4
0.0 -0.9 0.3
-0.5 0.0 0.3

As for the multiplicity: 3. As for the net charge: +1. As for the expectation value of S²: 2.007. The HOMO-LUMO gap (spin up / spin down) is 3.86 / 4.71 eV.

Entry 4:
Entry from the Open Molecules 2025 dataset: a cluster of 3 separate species, C5H18NO2 in total at a distorted geometry (ωB97M-V/def2-TZVPD).

Element x y z (Å)
1 C -0.0353 0.6053 2.2472
2 C 0.4310 0.2016 0.7960
3 C 0.1642 1.4100 -0.1007
4 C 0.7587 1.2704 -1.5171
5 C 0.7162 2.5795 -2.2272
6 N -0.3795 -1.0614 0.4271
7 H -0.6171 -0.1004 2.8114
8 H 0.8862 0.6716 2.7979
9 H -0.4323 1.6187 2.3632
10 H 1.5651 0.0095 0.8827
11 H 0.2520 2.2997 0.4922
12 H -1.0200 1.5698 -0.2108
13 H 0.2454 0.4464 -2.0375
14 H 1.7630 0.8218 -1.4446
15 H 1.1797 2.5150 -3.2054
16 H 1.3122 3.3278 -1.7835
17 H -0.2673 3.0010 -2.3771
18 H -0.6992 -1.4616 1.4050
19 H -1.1478 -0.8698 -0.2049
20 H 0.3659 -1.6426 0.0146
21 H 1.5389 -3.6519 3.0491
22 H 0.2119 -4.1595 2.5390
23 O 0.8860 -3.5105 2.3431
24 H -2.8949 -0.0081 -2.2075
25 H -1.7567 -0.8324 -2.9584
26 O -2.1208 -0.5650 -2.0920

Force components x, y, z for each atom (eV/Å):
1.5 0.5 -0.3
-0.5 1.7 2.1
-3.2 -1.3 -1.2
0.1 -0.7 1.3
0.3 -0.1 -1.7
2.0 -0.2 2.6
-0.6 -0.4 -0.1
0.4 0.0 0.6
-0.4 -0.4 -0.5
-1.9 -0.4 -0.6
1.5 0.6 -0.1
2.0 -1.0 0.0
-0.4 0.6 0.0
0.1 0.7 0.1
-0.1 -0.3 -0.4
0.6 0.8 1.1
-0.4 -0.1 0.1
0.7 0.4 -2.8
-0.4 0.0 -0.6
-1.1 -0.5 0.0
-0.2 0.2 -0.4
-0.3 -0.3 0.0
0.3 0.3 0.3
0.0 -0.1 -0.4
-0.7 0.4 0.5
0.7 -0.4 0.1

As for the net charge: +1. The HOMO-LUMO gap is 11.82 eV.

Entry 5:
Entry from the Open Molecules 2025 dataset: a cluster of 3 separate species, C5H19N2O3 in total at a distorted geometry (ωB97M-V/def2-TZVPD).

Element x y z (Å)
1 C -1.2330 -1.1263 1.6785
2 O -0.9705 -1.3120 3.0626
3 C 0.1390 -0.5346 1.2692
4 C -0.2055 0.7232 0.4193
5 C 0.7830 1.9018 0.4521
6 C 2.1344 1.6431 -0.3492
7 N 2.3500 0.2986 -1.0054
8 N 0.9756 -1.4342 0.3677
9 H -2.1426 -0.4748 1.5067
10 H -1.4567 -2.1078 1.2425
11 H -1.6819 -1.7137 3.5456
12 H 0.7690 -0.1392 2.0591
13 H -1.0297 1.2883 0.8255
14 H -0.4664 0.4153 -0.5833
15 H 0.2789 2.8068 -0.0109
16 H 1.0228 2.1778 1.4858
17 H 2.8699 1.7747 0.4933
18 H 2.3064 2.3795 -1.1316
19 H 2.0767 0.3967 -2.0004
20 H 3.3187 0.0785 -1.2645
21 H 1.8026 -0.5352 -0.4386
22 H 1.7168 -1.8968 0.9206
23 H 0.4410 -2.0064 -0.2496
24 H -2.1402 -0.4156 -0.8371
25 H -3.6391 -0.0326 -1.3849
26 O -3.0754 -0.4927 -0.7805
27 H -1.4773 -0.1569 -3.7796
28 H -2.0375 -1.0988 -2.6503
29 O -1.4291 -0.4067 -2.8626

Force components x, y, z for each atom (eV/Å):
0.3 -0.3 1.6
0.2 0.1 0.5
-1.1 1.1 -3.3
0.5 1.1 0.7
0.5 -0.2 -2.2
0.8 0.8 2.0
0.1 0.8 -1.7
1.2 1.4 1.9
1.3 -0.4 0.1
0.2 0.2 -0.4
-0.7 -0.3 0.1
-0.3 -0.8 0.6
-1.0 -0.7 0.3
0.0 0.2 -0.5
0.6 -1.1 0.5
0.0 -0.2 -0.2
0.0 -0.3 -1.5
0.0 0.2 0.3
-1.1 -0.3 0.8
0.3 0.2 1.4
-0.2 -0.1 -0.2
-1.1 -0.4 -0.6
-0.3 -0.8 0.0
0.5 1.0 -0.9
0.5 0.7 -0.7
-1.4 -1.7 1.9
-0.3 -0.2 -0.5
-0.8 -0.6 -0.4
1.4 0.8 0.5

As for the net charge: +1. The HOMO-LUMO gap is 10.41 eV.

Entry 6:
Entry from the Open Molecules 2025 dataset: a cluster of 3 separate species, C5H19N3O2 in total at a distorted geometry (ωB97M-V/def2-TZVPD).

Element x y z (Å)
1 N 1.8176 -2.1356 0.1075
2 C 0.3988 -1.7036 0.1974
3 C 0.3603 -0.3457 0.8152
4 N -0.8359 0.4803 0.6073
5 C -2.0885 -0.2758 0.7475
6 C -0.8977 1.4044 -0.5801
7 C -0.8713 0.6291 -1.9012
8 N 0.3728 0.4161 -2.6207
9 H 1.8374 -3.1416 0.1759
10 H 2.4721 -1.6831 0.7297
11 H -0.0944 -2.5104 0.7455
12 H -0.1123 -1.7145 -0.7680
13 H 1.2041 0.3460 0.6602
14 H 0.5238 -0.4668 1.9023
15 H -2.6852 -0.2035 -0.1557
16 H -2.5546 0.1449 1.6463
17 H -2.0290 -1.3199 1.0800
18 H -0.0659 2.0948 -0.4131
19 H -1.8553 1.8781 -0.3148
20 H -1.3682 -0.3410 -1.8371
21 H -1.4617 1.2044 -2.6145
22 H 1.1213 1.0949 -2.6977
23 H 0.8284 -0.3942 -2.2136
24 H 3.7383 0.0904 -1.2179
25 H 2.4051 0.3710 -0.5171
26 O 3.1478 0.8055 -0.9658
27 H -0.6302 1.2166 2.8569
28 H -1.6914 2.2401 3.0221
29 O -0.9862 1.8193 3.5236

Force components x, y, z for each atom (eV/Å):
-0.9 0.5 -1.0
1.1 -1.5 -0.5
0.6 2.2 2.3
-0.2 -2.7 -2.5
-0.1 0.2 1.5
0.1 0.1 3.5
0.6 0.3 -2.4
0.1 -1.3 1.6
0.5 0.0 0.1
-0.2 -0.2 0.3
-0.5 0.7 0.5
0.4 0.1 -0.3
-0.1 -0.5 -0.7
-0.6 -0.2 0.0
-0.3 0.2 0.2
-0.6 0.4 -0.4
0.8 0.2 -0.5
-0.1 0.1 -0.6
0.3 0.4 -1.1
0.0 0.2 0.2
-0.5 0.4 0.4
-0.6 0.7 0.1
0.2 -0.2 -0.4
0.1 -0.1 0.0
0.7 0.0 -0.5
-0.6 0.1 0.2
0.2 0.1 0.4
-0.2 0.4 0.3
0.0 -0.4 -0.7

As for the multiplicity: 2. As for the net charge: +1. As for the expectation value of S²: 0.755. The HOMO-LUMO gap (spin up / spin down) is 10.81 / 5.82 eV.

Entry 7:
Entry from the Open Molecules 2025 dataset: a cluster of 5 separate species, C5H19NO4 in total at a distorted geometry (ωB97M-V/def2-TZVPD).

Element x y z (Å)
1 C -1.4209 1.5719 -0.1737
2 C -0.4069 0.6950 -0.4089
3 N 0.1311 0.3989 -1.6921
4 C 0.3882 0.0259 0.6872
5 C 0.7931 1.1603 1.6828
6 C 1.7609 0.5390 2.7107
7 H -1.6304 1.8841 0.7790
8 H -2.0732 1.9058 -0.9553
9 H 0.3489 -0.5522 -1.7951
10 H -0.4364 0.7946 -2.5020
11 H 1.2563 -0.5977 0.2332
12 H -0.0775 -0.8841 1.1866
13 H -0.2145 1.5424 2.0089
14 H 1.3755 1.8571 1.0429
15 H 2.4720 -0.0215 2.1247
16 H 1.4605 -0.1053 3.4851
17 H 2.3901 1.3401 3.1766
18 O 2.9159 2.7103 0.0569
19 H 2.7366 2.1846 -0.7291
20 H 2.2127 3.3490 0.1698
21 O -1.1366 -3.3707 0.8369
22 H -2.0616 -3.1085 0.9344
23 H -0.9217 -3.0903 1.6967
24 O -2.9058 -0.2123 -2.5072
25 H -2.1798 -0.7319 -2.2317
26 H -3.4898 -0.7624 -2.9952
27 O -0.5050 -2.4895 -2.3600
28 H -0.6539 -2.8691 -1.5285
29 H -0.1277 -3.1637 -2.9337

Force components x, y, z for each atom (eV/Å):
1.5 -1.8 -2.2
-0.5 0.0 -0.6
-2.0 2.6 -0.5
0.8 -1.4 0.0
-0.3 -2.0 -0.4
1.4 2.5 -0.7
-0.6 0.5 2.1
0.0 0.3 -0.4
0.3 -1.3 -0.5
1.0 -0.9 1.5
-0.7 1.8 0.5
-0.4 1.5 -0.3
1.5 0.0 0.3
-0.8 -0.3 1.0
0.4 -0.3 -0.2
-1.2 -0.7 0.9
-0.6 -0.5 -0.1
0.8 0.0 0.0
-0.3 0.2 -0.1
-0.2 0.1 -0.3
-1.3 -0.1 -1.1
-0.4 -0.3 -1.0
1.6 0.4 1.9
-0.6 1.8 0.1
1.2 -1.1 0.4
-0.6 -0.8 -0.6
0.3 1.0 -2.0
-0.3 -1.1 2.1
-0.1 0.0 0.2

As for the net charge: 0. Its SMILES is C=C(N)CCC.O.O.O.O. The HOMO-LUMO gap is 8.21 eV.

Entry 8:
Entry from the Open Molecules 2025 dataset: a cluster of 5 separate species, C5H19NO5 in total at a distorted geometry (ωB97M-V/def2-TZVPD).

Element x y z (Å)
1 C 0.4712 -1.4337 -1.8900
2 N 0.4284 -0.0609 -1.7339
3 C -0.2889 0.6714 -2.8796
4 C -0.9729 1.4302 -0.1072
5 C 0.3232 0.7305 -0.4772
6 C 1.5394 1.5330 -0.2578
7 O 0.9251 -2.1808 -1.0676
8 H 0.1453 -1.7734 -2.8737
9 H 0.0393 0.1804 -3.8098
10 H -1.4217 0.4842 -2.7827
11 H -0.1828 1.7447 -2.9497
12 H -0.8032 1.9579 0.9111
13 H -1.0194 2.2897 -0.7762
14 H -1.8798 0.6860 -0.2610
15 H 0.4519 -0.1323 0.3271
16 H 2.3382 1.2015 -0.9240
17 H 1.8381 1.3191 0.7727
18 H 1.3127 2.6069 -0.3330
19 H -0.3948 -1.0799 3.3512
20 H -0.4854 -2.0668 2.0271
21 O -0.6462 -1.9038 2.9634
22 H -3.0006 -2.4361 1.2327
23 H -3.6078 -2.0372 -0.1326
24 O -3.1376 -1.6700 0.7027
25 H -0.6407 4.0057 0.2336
26 H 0.7238 4.2075 1.2306
27 O -0.2249 3.9883 1.0892
28 H 1.9811 -2.1385 2.6570
29 H 2.0808 -1.2575 1.2446
30 O 2.1849 -1.3578 2.1650

Force components x, y, z for each atom (eV/Å):
0.2 2.2 0.5
-2.5 2.1 -2.2
-1.2 -2.4 0.4
-0.6 -0.6 0.0
0.4 -4.9 2.4
0.9 1.1 0.5
0.3 -1.1 1.1
-0.1 0.1 -0.3
-0.1 0.5 0.2
1.5 0.3 -0.1
0.7 0.1 0.4
-0.7 -1.6 -1.4
-0.7 0.0 -0.4
1.6 1.8 0.7
-0.6 1.4 -1.5
0.0 0.3 0.0
0.3 0.5 0.0
0.5 -0.3 -0.3
0.5 0.9 -0.8
0.3 1.1 0.2
-0.9 -2.1 0.5
0.2 -1.0 0.8
1.2 1.0 1.9
-1.4 0.1 -2.8
0.8 0.4 -1.0
-1.2 -0.1 -1.3
0.5 0.2 2.5
-0.6 -0.9 -0.8
-0.6 -1.1 -1.6
1.3 2.0 2.3

As for the multiplicity: 2. As for the net charge: -1. As for the expectation value of S²: 0.750. The HOMO-LUMO gap (spin up / spin down) is 2.33 / 9.47 eV.